21
Properties=species:S:1:pos:R:3 method="wB97M-V/def2-TZVPD" e_lumo_ev=0.93 spin_multiplicity=1 de_lowest_ev=2.3849 total_energy_ev=-9401.22205 gap_ha=0.3560 fmax_ha_per_bohr=0.0730 smiles=CNCCCN.O
O 3.264 0.633 -0.547
N 0.607 -1.293 1.894
N -0.216 1.415 -0.555
C -1.237 -0.670 0.390
C -0.025 -1.490 0.564
C -0.501 0.945 -1.933
C -1.095 0.795 0.487
H -2.068 -0.990 1.198
H -0.444 -2.630 0.541
H 0.045 -1.254 2.774
H -0.090 -0.167 -1.993
H -0.620 1.079 1.468
H -1.711 -0.876 -0.636
H 2.500 0.054 -0.730
H -0.155 2.464 -0.499
H -1.519 0.897 -2.283
H 3.012 1.279 0.085
H 0.807 -1.280 -0.200
H 0.034 1.659 -2.604
H 1.517 -1.724 2.074
H -2.104 1.155 0.503

21
Properties=species:S:1:pos:R:3 method="wB97M-V/def2-TZVPD" e_lumo_ev=0.94 spin_multiplicity=1 de_lowest_ev=1.7058 total_energy_ev=-9401.90115 gap_ha=0.3567 fmax_ha_per_bohr=0.0524 smiles=CNCCCN.O
O 2.365 0.488 -0.763
N -0.044 1.384 0.461
N 0.467 -2.525 -1.550
C -0.240 2.488 1.418
C -0.773 0.164 0.824
C 0.022 -2.018 -0.278
C -0.940 -0.835 -0.372
H -0.481 1.736 -0.378
H 1.590 0.847 -0.246
H -0.649 -0.243 -1.251
H -0.198 -3.107 -2.031
H -0.401 -0.450 1.637
H 0.255 2.219 2.355
H -0.400 -2.780 0.385
H -1.798 0.559 0.958
H 0.911 -1.805 0.338
H 0.220 3.417 1.106
H 0.874 -1.845 -2.164
H -1.987 -1.104 -0.504
H -1.313 2.506 1.658
H 2.520 0.904 -1.604

21
Properties=species:S:1:pos:R:3 method="wB97M-V/def2-TZVPD" e_lumo_ev=0.83 spin_multiplicity=1 de_lowest_ev=1.5530 total_energy_ev=-9402.05389 gap_ha=0.3586 fmax_ha_per_bohr=0.0244 smiles=CN(C)CCN.O
O -2.017 -0.183 -2.260
N 0.031 0.669 -0.330
N 0.420 -2.578 1.588
C 0.977 1.443 -1.140
C -0.255 -1.381 1.108
C -0.646 1.527 0.633
C 0.659 -0.509 0.264
H -1.138 -1.618 0.500
H 0.041 2.123 1.249
H 1.989 1.050 -1.026
H 0.778 1.252 -2.199
H -1.560 0.234 -2.993
H -1.352 -0.241 -1.540
H -1.292 2.204 0.067
H 0.992 -1.132 -0.569
H -0.671 -0.821 1.930
H 1.573 -0.256 0.828
H 0.726 -2.453 2.539
H 0.859 2.502 -0.927
H -1.322 0.986 1.282
H 1.206 -2.819 0.996